(1)
{
  "formula": "C6H6N2O3S",
  "method": "ωB97M-V/def2-TZVPD",
  "lumo_energy_ev": [-1.579, -1.577],
  "homo_energy_ev": [-9.17, -9.17],
  "e_tot_ha": -965.4767,
  "relative_energy_ev": 5.3526,
  "elements": ["C", "C", "C", "C", "C", "C", "N", "N", "O", "O", "O", "S", "H", "H", "H", "H", "H", "H"],
  "coordinates": [[2.22780, 0.58644, -1.16094], [1.22635, 0.02620, -1.88948], [0.49049, 1.04283, -0.06717], [-0.15199, -1.53770, 1.29959], [-1.20958, -0.15637, -1.05229], [-1.21417, -0.62366, 1.19080], [1.72990, 1.22914, -0.04432], [0.05261, 0.30818, -1.11913], [0.93960, -1.56677, 0.74670], [-1.84762, 1.88636, 0.89646], [-0.10664, 1.31355, 2.52601], [-0.69629, 1.08993, 1.25353], [3.23829, 0.71889, -1.42663], [1.20046, -0.53211, -2.81236], [-0.35089, -2.32517, 2.16880], [-1.31864, -1.25331, -1.36979], [-1.94478, 0.49457, -0.63001], [-2.26490, -0.70102, 1.49024]],
  "lowdin_charge": [-0.09, 0.02, -0.42, -0.35, 0.10, -0.16, 0.15, -0.11, 0.03, -0.31, -0.26, 0.69, 0.10, 0.12, 0.15, 0.16, 0.06, 0.12]
}

***

(2)
{
  "formula": "C3H2NO2P",
  "method": "ωB97M-V/def2-TZVPD",
  "lumo_energy_ev": [-0.795, -0.796],
  "homo_energy_ev": [-9.61, -9.61],
  "e_tot_ha": -661.9782,
  "relative_energy_ev": 2.9685,
  "elements": ["C", "C", "C", "N", "O", "O", "P", "H", "H"],
  "coordinates": [[-0.36951, -1.84268, 0.20200], [0.56554, 1.44843, -0.04694], [0.65012, -1.19634, 0.16220], [-1.66514, -1.65919, 0.02370], [0.77112, 1.94454, 1.00127], [-0.62814, 0.77691, -0.33887], [-2.03780, -0.15643, -0.25100], [1.02698, 1.65308, -1.01835], [1.68684, -0.96833, 0.26599]],
  "lowdin_charge": [-0.34, -0.38, 0.06, -0.28, 0.13, -0.40, 1.01, 0.15, 0.05]
}

***

(3)
{
  "formula": "C4H9OPS",
  "method": "ωB97M-V/def2-TZVPD",
  "lumo_energy_ev": -0.010,
  "homo_energy_ev": -9.24,
  "e_tot_ha": -972.5457,
  "relative_energy_ev": 2.1378,
  "elements": ["C", "C", "C", "C", "O", "P", "S", "H", "H", "H", "H", "H", "H", "H", "H", "H"],
  "coordinates": [[1.13018, 0.61519, 0.62599], [1.01560, -0.24156, -0.66045], [-0.13580, 0.47715, 1.38091], [-0.19217, 0.33202, -1.37635], [-1.03113, -2.07998, 0.59707], [-1.36744, 0.00818, 0.04898], [-3.12683, 0.65046, -0.04166], [2.05234, 0.21586, 1.24080], [1.43664, 1.63071, 0.17735], [1.87906, -0.29662, -1.45953], [0.75682, -1.31747, -0.40645], [-0.11019, -0.17825, 2.21078], [-0.46777, 1.41325, 1.83988], [-0.19429, 1.38620, -1.63035], [-0.38109, -0.05370, -2.31956], [-1.26394, -2.56146, -0.22740]],
  "lowdin_charge": [-0.28, -0.31, -0.31, -0.31, -0.34, 0.46, 0.26, 0.14, 0.13, 0.15, 0.09, 0.08, 0.09, 0.09, 0.06, 0.00]
}

***

(4)
{
  "formula": "C22H59N3O7",
  "method": "ωB97M-V/def2-TZVPD",
  "lumo_energy_ev": -8.041,
  "homo_energy_ev": -12.26,
  "e_tot_ha": -1563.6725,
  "charge": 2,
  "relative_energy_ev": 0.9787,
  "elements": ["O", "H", "H", "H", "O", "H", "H", "H", "O", "H", "H", "H", "O", "H", "C", "C", "C", "O", "C", "N", "H", "H", "H", "H", "H", "H", "H", "H", "H", "H", "H", "C", "C", "C", "C", "C", "C", "N", "O", "C", "C", "C", "H", "H", "H", "H", "H", "H", "H", "H", "H", "H", "H", "H", "H", "H", "H", "H", "H", "H", "H", "C", "C", "C", "C", "C", "C", "N", "O", "C", "C", "C", "H", "H", "H", "H", "H", "H", "H", "H", "H", "H", "H", "H", "H", "H", "H", "H", "H", "H", "H"],
  "coordinates": [[-1.79990, 2.80205, -2.69133], [-2.74267, 2.73840, -2.94931], [-1.44635, 1.85184, -2.52237], [-1.36239, 3.21488, -3.45714], [1.08387, 1.07629, -3.94096], [1.17313, 0.42898, -4.66836], [0.89052, 1.92925, -4.37074], [0.32765, 0.79101, -3.30843], [-2.20173, -1.38345, -3.71956], [-1.52716, -1.65880, -4.36783], [-2.86552, -0.89077, -4.23622], [-1.71979, -0.76337, -3.03347], [-0.86613, 0.33888, -2.33292], [-1.04209, -0.13323, -1.50090], [-1.39309, 3.45978, 3.31734], [-0.86446, 2.34152, 2.42196], [-1.59153, 2.24960, 1.08890], [-3.04116, 2.29157, 1.19961], [-3.62259, 1.78059, 0.04692], [0.55810, 2.62597, 2.27602], [-1.21325, 4.43940, 2.87172], [-0.86892, 3.54878, 4.27089], [-2.44553, 3.31423, 3.56239], [-0.86679, 1.39693, 2.97631], [-1.22434, 1.31846, 0.64847], [-1.45821, 3.09689, 0.40851], [-4.65579, 1.46479, 0.18278], [-2.98086, 0.95516, -0.28405], [-3.63562, 2.49000, -0.79996], [0.94659, 2.36139, 3.17589], [0.99733, 1.95499, 1.65270], [-0.08157, -3.65977, 3.75503], [-1.26930, -3.15428, 2.88672], [-1.24568, -1.56563, 2.95832], [-2.20539, -0.90908, 2.03514], [-1.87358, -1.41050, 0.60174], [-1.97445, -2.92442, 0.35733], [-1.17434, -3.55605, 1.46611], [-1.06582, -4.93598, 1.30916], [-3.38183, -3.38552, 0.13842], [-1.17024, -3.19521, -0.92259], [-2.66333, -3.55153, 3.42694], [-0.34164, -3.44176, 4.79099], [0.80960, -3.07887, 3.52302], [0.03550, -4.73363, 3.63021], [-1.47343, -1.24840, 3.98006], [-0.17826, -1.33651, 2.89380], [-2.24356, 0.16787, 2.20253], [-3.22222, -1.25980, 2.22470], [-0.83329, -1.10254, 0.43836], [-2.48188, -0.82138, -0.09507], [-3.55228, -4.44107, -0.07306], [-4.10148, -3.03253, 0.87794], [-3.79241, -2.91779, -0.76608], [-1.24877, -4.28134, -1.02199], [-1.54817, -2.77009, -1.85090], [-0.12047, -2.97658, -0.72573], [-2.62359, -3.12954, 4.43248], [-2.91803, -4.61348, 3.40463], [-3.54200, -3.18863, 2.89446], [-0.23481, -5.03296, 0.83248], [3.37050, 2.80293, 0.40477], [2.70936, 2.38584, -0.94004], [3.77116, 2.48207, -2.02835], [4.90302, 1.36892, -2.01349], [4.19674, 0.00166, -2.05448], [3.09857, -0.16633, -1.02595], [2.19986, 1.04081, -0.91916], [0.92737, 0.86041, -0.31860], [2.32587, -1.41225, -1.45685], [3.69848, -0.43337, 0.34980], [1.60671, 3.40957, -1.37900], [2.85074, 2.38164, 1.26024], [3.38588, 3.88053, 0.57735], [4.41794, 2.50663, 0.40919], [3.20072, 2.51224, -2.96353], [4.42090, 3.35598, -2.10056], [5.51380, 1.37202, -1.10855], [5.61200, 1.52075, -2.82545], [4.97810, -0.75674, -2.06420], [3.68822, 0.06519, -3.02417], [1.89043, -1.14057, -2.42797], [2.96592, -2.28471, -1.54906], [1.46065, -1.59650, -0.81793], [4.48178, 0.29581, 0.55258], [3.02754, -0.43763, 1.20795], [4.16218, -1.42110, 0.29363], [1.00046, 3.00736, -2.20514], [1.92736, 4.37997, -1.75726], [0.93772, 3.59015, -0.53576], [0.44541, 0.48361, -1.06200]],
  "lowdin_charge": [0.26, 0.18, 0.09, 0.17, 0.25, 0.19, 0.17, 0.09, 0.25, 0.18, 0.18, 0.08, -0.30, 0.01, -0.05, -0.42, -0.17, -0.16, -0.13, 0.05, 0.09, 0.08, 0.08, 0.12, 0.08, 0.13, 0.11, 0.04, 0.07, 0.09, 0.03, 0.00, -0.46, -0.15, -0.16, -0.14, -0.49, -0.12, 0.00, -0.02, -0.03, -0.02, 0.09, 0.08, 0.08, 0.13, 0.11, 0.09, 0.12, 0.10, 0.08, 0.10, 0.08, 0.08, 0.09, 0.06, 0.07, 0.09, 0.09, 0.06, 0.11, 0.00, -0.49, -0.13, -0.14, -0.15, -0.49, -0.09, -0.03, -0.03, -0.01, -0.01, 0.06, 0.10, 0.07, 0.09, 0.13, 0.10, 0.12, 0.14, 0.10, 0.06, 0.11, 0.06, 0.07, 0.09, 0.09, 0.03, 0.10, 0.07, 0.02]
}

***

(5)
{
  "formula": "C27H61F30N3OP6",
  "method": "ωB97M-V/def2-TZVPD",
  "lumo_energy_ev": 1.317,
  "homo_energy_ev": -5.82,
  "e_tot_ha": -6350.1004,
  "charge": -2,
  "relative_energy_ev": 0.0000,
  "elements": ["C", "C", "N", "C", "C", "N", "C", "C", "H", "H", "H", "H", "H", "H", "H", "H", "H", "H", "H", "C", "C", "C", "C", "P", "C", "C", "C", "C", "C", "C", "C", "C", "C", "C", "C", "C", "H", "H", "H", "H", "H", "H", "H", "H", "H", "H", "H", "H", "H", "H", "H", "H", "H", "H", "H", "H", "H", "H", "H", "H", "H", "H", "H", "H", "H", "H", "H", "H", "H", "H", "H", "H", "C", "N", "C", "C", "C", "C", "O", "H", "H", "H", "H", "H", "H", "H", "H", "H", "H", "H", "H", "H", "H", "P", "F", "F", "F", "F", "F", "F", "P", "F", "F", "F", "F", "F", "F", "P", "F", "F", "F", "F", "F", "F", "P", "F", "F", "F", "F", "F", "F", "P", "F", "F", "F", "F", "F", "F"],
  "coordinates": [[3.36947, 0.90207, 6.39933], [2.53498, 1.83767, 5.51982], [3.20646, 1.98151, 4.22499], [2.88753, 1.22117, 3.12660], [3.77667, 1.58730, 2.15961], [4.63319, 2.51401, 2.66761], [4.25355, 2.76489, 3.94157], [5.85659, 3.02258, 2.04533], [2.90061, 0.45999, 7.27480], [4.28073, 1.44195, 6.67774], [3.68993, 0.03469, 5.81839], [2.30395, 2.82639, 5.90250], [1.64378, 1.26183, 5.27030], [2.10664, 0.47562, 3.12527], [3.87654, 1.26010, 1.13860], [4.76799, 3.41635, 4.62507], [6.17642, 2.25411, 1.34596], [6.59003, 3.16014, 2.83303], [5.59009, 3.93511, 1.51609], [3.48007, 0.24328, -7.01289], [3.23350, 1.75627, -6.82912], [2.20438, 2.34451, -5.91950], [0.79003, 1.75483, -6.05679], [-0.22719, 1.67189, -4.63665], [0.56610, 1.31849, -3.08599], [1.40804, 0.04644, -3.04216], [1.42723, -0.60111, -1.65706], [2.24632, -1.88822, -1.54866], [-1.00372, 3.30199, -4.34302], [-0.11177, 4.49102, -4.72790], [-0.67784, 5.82259, -4.23255], [0.28342, 6.96666, -4.53145], [-1.49388, 0.43611, -4.93452], [-2.13384, 0.50470, -6.32163], [-3.53261, -0.17799, -6.27831], [-4.24098, -0.06759, -7.63363], [4.31891, 0.09641, -7.68382], [2.56932, -0.26562, -7.32834], [3.70621, -0.15212, -6.01904], [3.15303, 2.22137, -7.82081], [4.18365, 2.18750, -6.49242], [2.12672, 3.41154, -6.11187], [2.59257, 2.13039, -4.91791], [0.79362, 0.69756, -6.35364], [0.17374, 2.21632, -6.83378], [-0.27922, 1.34766, -2.38992], [1.18016, 2.16580, -2.76696], [2.45983, 0.12663, -3.32417], [0.97229, -0.75950, -3.64231], [0.41634, -0.84114, -1.31480], [1.79876, 0.09809, -0.90190], [2.17309, -2.58295, -2.38831], [2.02540, -2.50306, -0.67853], [3.29150, -1.56604, -1.49842], [-1.32233, 3.30566, -3.29852], [-1.92377, 3.36522, -4.93435], [0.10944, 4.50738, -5.79837], [0.83975, 4.23106, -4.24866], [-0.73212, 5.62456, -3.15560], [-1.73506, 5.85792, -4.49897], [1.27501, 6.84271, -4.10269], [-0.07764, 7.93044, -4.16144], [0.32719, 7.18658, -5.60135], [-2.22478, 0.48585, -4.12069], [-1.07270, -0.55050, -4.71224], [-1.50343, 0.06578, -7.09551], [-2.33250, 1.53418, -6.63643], [-4.05835, 0.30373, -5.45385], [-3.40323, -1.23387, -6.03627], [-5.12855, -0.69913, -7.67567], [-3.58753, -0.50792, -8.38950], [-4.50732, 0.96217, -7.86450], [-2.60196, -3.54110, 1.26177], [-1.51911, -2.83084, 2.02992], [-1.30461, -3.62419, 3.29821], [-0.26112, -2.72546, 1.22377], [-1.96046, -1.42707, 2.34033], [-0.86012, -0.55961, 2.96823], [-0.08905, 0.11510, 1.95002], [-2.38141, -4.59912, 1.15532], [-2.71132, -3.05974, 0.29181], [-3.51573, -3.44027, 1.84541], [-0.45004, -3.22531, 3.84322], [-1.05410, -4.64390, 3.01224], [-2.15689, -3.65150, 3.97640], [-0.67633, -2.29588, 0.30760], [0.04672, -3.68903, 0.81806], [0.51400, -2.16884, 1.73141], [-2.70203, -1.56282, 3.13076], [-2.45696, -0.93774, 1.50703], [-0.26565, -1.10558, 3.70259], [-1.33539, 0.22583, 3.55706], [-0.36128, 1.02717, 1.79991], [-0.73165, 3.91187, 3.71562], [-1.10130, 5.31138, 2.99380], [0.82484, 4.35542, 3.96345], [-0.98920, 4.56195, 5.21173], [-0.50644, 2.50101, 4.43490], [-2.27313, 3.50324, 3.52442], [-0.18801, 3.32960, 2.25500], [-3.54884, -6.27643, 5.82067], [-3.08937, -5.91905, 7.32634], [-3.93745, -4.70283, 5.68454], [-1.99871, -5.97312, 5.28711], [-4.08165, -6.56590, 4.32724], [-3.12746, -7.82637, 6.05981], [-5.07068, -6.67344, 6.31428], [-4.96530, 0.29780, 4.43335], [-5.39158, 1.82437, 4.06725], [-5.45004, 0.44988, 5.99228], [-6.49132, -0.21385, 4.04833], [-4.65169, -1.25594, 4.88135], [-4.57062, -0.10190, 2.90185], [-3.42797, 0.68056, 4.69815], [0.16235, -6.05408, -1.06206], [-0.57355, -5.83396, 0.35076], [-0.43170, -4.65359, -1.60315], [1.45878, -5.34181, -0.40794], [0.83936, -6.32301, -2.52182], [0.82209, -7.45797, -0.57785], [-1.24923, -6.85328, -1.45030], [1.23065, -2.33214, 6.70427], [1.08431, -1.58599, 8.12122], [0.52543, -3.58162, 7.45181], [-0.21681, -1.77018, 6.20558], [1.35710, -3.26404, 5.39227], [1.91164, -1.05029, 5.94871], [2.68961, -2.91841, 7.18678]],
  "lowdin_charge": [-0.07, -0.14, -0.03, 0.04, -0.02, -0.11, 0.00, 0.01, 0.08, 0.07, 0.08, 0.13, 0.11, 0.14, 0.12, 0.16, 0.09, 0.10, 0.10, -0.08, -0.28, -0.23, -0.27, 0.97, -0.26, -0.24, -0.27, -0.08, -0.25, -0.27, -0.25, -0.10, -0.27, -0.25, -0.25, -0.11, 0.07, 0.06, 0.07, 0.11, 0.11, 0.11, 0.11, 0.09, 0.11, 0.12, 0.11, 0.11, 0.11, 0.10, 0.11, 0.08, 0.07, 0.07, 0.11, 0.10, 0.11, 0.10, 0.12, 0.12, 0.08, 0.07, 0.07, 0.12, 0.11, 0.11, 0.10, 0.11, 0.12, 0.07, 0.07, 0.07, 0.02, -0.33, 0.04, 0.00, -0.10, -0.18, -0.11, 0.10, 0.10, 0.12, 0.08, 0.11, 0.11, 0.09, 0.07, 0.10, 0.12, 0.13, 0.11, 0.11, 0.06, 0.18, -0.18, -0.21, -0.19, -0.15, -0.14, -0.21, 0.17, -0.18, -0.18, -0.20, -0.18, -0.19, -0.21, 0.20, -0.17, -0.19, -0.22, -0.20, -0.20, -0.15, 0.17, -0.17, -0.18, -0.17, -0.18, -0.18, -0.20, 0.17, -0.16, -0.17, -0.16, -0.17, -0.21, -0.19]
}

***

(6)
{
  "formula": "C17H22N2O",
  "method": "ωB97M-V/def2-TZVPD",
  "smiles": "c1ccc2c(CNCCN3CCOCC3)cccc2c1",
  "lumo_energy_ev": 0.678,
  "homo_energy_ev": -8.09,
  "e_tot_ha": -845.7221,
  "relative_energy_ev": 2.1594,
  "elements": ["C", "C", "C", "C", "C", "C", "N", "C", "C", "N", "C", "C", "O", "C", "C", "C", "C", "C", "C", "C", "H", "H", "H", "H", "H", "H", "H", "H", "H", "H", "H", "H", "H", "H", "H", "H", "H", "H", "H", "H", "H", "H"],
  "coordinates": [[1.83084, -3.75358, -3.32532], [2.04644, -3.16310, -2.07139], [1.09426, -2.36099, -1.50679], [-0.12637, -2.10794, -2.16854], [-1.14587, -1.29062, -1.61136], [-0.97319, -0.66028, -0.25427], [0.16455, 0.24820, -0.25669], [0.47858, 0.85396, 1.01973], [-0.57419, 1.85933, 1.54166], [-0.21133, 2.62740, 2.71358], [0.03140, 1.84024, 3.90781], [0.10661, 2.79434, 5.10178], [1.12884, 3.74802, 4.93086], [0.92383, 4.48799, 3.75026], [0.87150, 3.57393, 2.52408], [-2.29935, -1.07401, -2.32046], [-2.50448, -1.65251, -3.58120], [-1.54559, -2.45293, -4.13112], [-0.33948, -2.69980, -3.44274], [0.66353, -3.52337, -3.99598], [2.59389, -4.38617, -3.75542], [2.97677, -3.34707, -1.55358], [1.27641, -1.89258, -0.55402], [-1.91825, -0.16638, 0.02620], [-0.77054, -1.43634, 0.49304], [0.02386, 0.96702, -0.96037], [0.61037, 0.04652, 1.74587], [1.43674, 1.36783, 0.89846], [-0.80039, 2.57527, 0.74360], [-1.49655, 1.32449, 1.78797], [-0.79448, 1.14006, 4.04804], [0.97671, 1.27411, 3.84845], [0.34393, 2.25223, 6.01874], [-0.86232, 3.30359, 5.21496], [1.75826, 5.18771, 3.67848], [-0.02126, 5.04731, 3.82064], [0.67409, 4.16895, 1.63023], [1.85076, 3.07681, 2.41552], [-3.07661, -0.44932, -1.90157], [-3.42784, -1.45896, -4.10748], [-1.69414, -2.90782, -5.10018], [0.48835, -3.96891, -4.96529]],
  "lowdin_charge": [-0.09, -0.08, -0.02, -0.11, -0.16, -0.19, -0.07, -0.21, -0.19, -0.18, -0.17, -0.20, -0.13, -0.20, -0.17, -0.04, -0.08, -0.04, -0.17, -0.04, 0.10, 0.10, 0.10, 0.11, 0.13, 0.12, 0.11, 0.11, 0.12, 0.11, 0.13, 0.13, 0.12, 0.13, 0.12, 0.13, 0.13, 0.12, 0.11, 0.10, 0.11, 0.11]
}